Entry 1:
{
  "formula": "C41H40GeNO4OsP2S",
  "method": "wB97M-V/def2-TZVPD",
  "elements": ["H", "H", "C", "C", "H", "H", "C", "C", "H", "H", "O", "C", "O", "C", "C", "H", "C", "H", "H", "Ge", "H", "C", "C", "C", "C", "H", "P", "C", "H", "N", "H", "H", "C", "C", "H", "C", "C", "C", "H", "C", "H", "H", "C", "S", "H", "C", "H", "H", "H", "C", "H", "H", "H", "H", "C", "H", "O", "C", "C", "H", "C", "C", "C", "H", "H", "H", "P", "H", "H", "C", "H", "C", "C", "H", "C", "C", "H", "C", "C", "C", "H", "C", "H", "H", "C", "C", "C", "O", "Os", "H", "C"],
  "coordinates": [[4.725, -0.978, 1.579], [-2.642, -1.196, -6.290], [4.781, 2.865, 2.133], [-0.119, 0.664, -5.066], [-6.424, -0.783, 0.284], [-0.857, 0.476, -7.060], [0.365, -0.314, 3.829], [-3.300, -3.288, -1.930], [1.886, -4.186, -0.937], [-6.762, 1.596, -0.464], [-2.173, -1.672, 1.526], [3.862, -3.712, -0.158], [0.466, 2.101, -1.768], [-2.048, -0.644, -5.584], [2.778, -0.151, 4.000], [-2.524, -6.591, -1.828], [5.467, 2.884, 0.893], [-2.137, -1.537, 0.543], [-4.164, -1.772, 0.061], [-0.519, 3.223, 0.750], [-3.024, -1.510, -3.869], [-3.692, 1.052, -1.782], [-0.724, 2.862, 2.661], [3.719, 1.458, -0.074], [2.698, -1.425, 0.806], [-3.110, 1.489, -2.565], [-1.779, -0.938, -1.535], [-1.319, -0.414, -3.221], [-5.068, 2.690, -1.757], [-0.917, -1.052, 1.881], [0.819, -2.206, 0.094], [-1.702, -0.910, 3.746], [1.440, 0.012, 5.996], [3.603, 2.186, 2.246], [1.745, 3.559, -0.277], [-2.396, -5.543, -1.710], [4.886, 2.201, -0.193], [-0.268, 0.380, -3.667], [-1.680, 2.338, 2.788], [-0.940, -3.572, -1.484], [0.944, 5.095, 0.053], [5.356, 2.185, -1.155], [-4.864, 1.711, -1.391], [1.033, 0.858, -2.590], [-0.324, -5.609, -1.115], [1.193, 4.121, 0.458], [-1.464, 1.999, -1.070], [3.081, 2.289, 3.186], [1.359, 0.069, 7.058], [-0.796, -0.736, 3.159], [0.041, -3.131, -1.490], [3.582, -0.060, 5.991], [6.420, 3.388, 0.766], [3.745, -0.157, 3.522], [0.268, -0.081, 5.247], [1.692, 4.232, 1.415], [2.174, 1.333, -3.323], [2.493, -3.471, -0.351], [3.088, 1.356, 1.216], [5.719, -2.977, 0.727], [-4.368, -0.816, -0.371], [-0.440, 1.734, -0.671], [1.618, -0.060, 3.191], [-2.136, 4.947, -0.427], [-0.711, -0.082, 5.694], [0.764, 1.260, -5.359], [1.848, 0.046, 1.418], [-2.311, 4.870, 1.343], [4.267, -4.650, -0.547], [4.633, -2.838, 0.593], [5.101, 3.449, 3.009], [-3.433, -0.212, -1.235], [-5.638, -0.227, -0.224], [0.063, 2.213, 3.047], [-5.843, 1.058, -0.689], [-1.134, -4.976, -1.442], [-4.139, -2.679, -2.100], [-2.046, -2.729, -1.675], [-2.183, -0.932, -4.237], [-1.010, 0.180, -6.014], [-4.377, -5.025, -2.409], [-3.440, -4.677, -2.038], [-2.976, 3.577, 0.302], [-0.710, 3.805, 3.284], [2.682, -0.089, 5.378], [1.914, -2.369, 0.189], [-2.163, 4.286, 0.435], [1.282, -0.273, -1.662], [-0.250, -0.071, 0.183], [3.391, 0.878, -0.941], [4.050, -1.662, 1.063]],
  "forces_ev_per_angstrom": [[-0.52, 0.19, -0.11], [-0.44, 0.22, -0.14], [1.05, 1.14, -0.93], [0.37, 0.22, 0.46], [0.16, 0.23, 0.04], [-0.17, -0.37, 0.50], [1.66, 1.86, 1.08], [1.29, -1.29, 0.06], [0.49, 0.41, 0.47], [0.04, -0.28, -0.12], [1.09, 0.64, 0.66], [-0.49, -0.66, -0.02], [0.17, -0.25, 1.42], [-0.40, -1.22, 1.34], [-0.90, 0.87, -0.48], [-0.02, -0.74, 0.26], [-0.91, -0.65, 0.27], [-0.24, -0.48, 1.34], [-0.06, -0.40, 0.22], [0.40, 1.01, 0.12], [0.02, -0.23, -0.44], [-1.26, -0.33, 0.70], [0.03, -0.12, 0.58], [-0.24, -0.47, 1.59], [0.51, 0.64, 1.50], [0.70, 0.12, -0.12], [0.67, 0.77, -2.49], [-1.80, -1.22, 1.47], [-0.02, 0.63, -0.26], [-0.86, 0.03, 0.35], [0.85, -0.29, 0.02], [0.22, -0.07, -0.01], [-0.77, -0.14, -0.70], [-1.28, -1.20, -0.16], [0.47, -0.03, -0.04], [0.57, 1.84, -0.54], [0.09, 0.32, 0.67], [2.32, 1.21, -0.82], [0.08, 0.19, 0.28], [-1.10, -1.15, -0.31], [0.21, 0.28, -0.09], [0.34, 0.22, -0.33], [0.74, -0.49, -0.84], [-0.32, -0.82, -2.66], [0.26, -0.15, -0.34], [-0.89, 0.15, 0.10], [0.76, -0.61, 0.16], [-0.11, -0.30, 0.08], [0.07, 0.24, 0.56], [-2.39, -1.06, -1.92], [0.23, -0.06, 0.32], [-0.16, -0.17, -0.18], [-0.19, 0.01, 0.09], [0.09, 0.04, 0.06], [1.06, -0.89, -1.47], [0.28, -0.02, -0.09], [-0.58, 0.00, 0.74], [0.46, -1.70, -0.69], [1.03, 0.81, -1.21], [-0.76, -0.17, 0.01], [-0.79, 1.03, -1.04], [-1.50, 1.20, -1.01], [0.37, -1.79, 1.42], [0.10, 0.00, -0.06], [-0.14, -0.11, 0.25], [-0.68, -0.37, 0.12], [0.03, 0.58, -0.61], [-0.14, 0.00, -0.05], [0.07, 0.46, 0.04], [0.40, 0.38, -0.31], [0.12, -0.30, -0.65], [0.05, 0.08, 0.61], [0.84, -0.69, 0.44], [0.00, 0.05, 0.04], [-0.60, 0.12, 0.69], [-0.46, 0.93, 0.26], [-0.92, 0.69, -0.22], [-0.19, -0.51, 0.65], [-0.19, 0.35, -0.22], [1.61, 1.30, 0.05], [-0.51, -0.50, 0.05], [0.50, 0.65, 0.21], [-0.29, 0.01, 0.09], [-0.14, -0.89, -0.94], [0.14, 0.01, 0.33], [-1.05, 0.51, -0.20], [0.63, -0.42, -0.22], [-0.30, 0.88, 0.39], [0.81, 0.27, -0.19], [-0.06, 0.16, 0.41], [0.38, -0.35, -0.35]],
  "multiplicity": 5,
  "lumo_ev": [-3.77, -4.70],
  "orbital_gap_ev": [2.79, 6.21],
  "e_homo_ev": [-6.556, -10.911],
  "total_charge": 1,
  "relative_energy_kcal_mol": 15.3,
  "s_squared": 6.054
}

Entry 2:
{
  "formula": "C41H40N4O2Pr",
  "method": "wB97M-V/def2-TZVPD",
  "elements": ["Pr", "H", "C", "C", "N", "C", "C", "H", "H", "H", "H", "H", "C", "C", "N", "O", "C", "C", "C", "C", "H", "H", "H", "H", "O", "C", "H", "C", "C", "C", "H", "C", "H", "C", "H", "C", "C", "H", "H", "H", "C", "C", "C", "N", "C", "C", "C", "H", "H", "H", "N", "C", "C", "C", "H", "H", "H", "C", "H", "C", "H", "H", "C", "C", "C", "C", "H", "H", "H", "H", "H", "H", "C", "H", "H", "C", "H", "C", "H", "H", "H", "C", "C", "H", "H", "C", "C", "C"],
  "coordinates": [[0.116, 0.081, -0.003], [-2.651, 1.013, 3.802], [-0.693, 2.244, -2.320], [-2.333, -3.970, -2.950], [-1.405, -1.001, 1.668], [-5.123, -0.047, 6.796], [-3.987, -0.820, 6.988], [-2.361, 2.429, 5.248], [-0.096, -0.620, -5.382], [-3.287, -3.743, -3.408], [-3.307, -1.190, -0.007], [-1.678, -6.280, 1.237], [1.912, -1.413, 0.349], [0.230, 3.178, 1.300], [-2.788, -1.259, 3.525], [2.206, -0.431, -0.399], [-1.650, -3.003, -2.270], [-2.063, -0.470, 2.676], [-0.601, -5.583, -2.498], [-1.658, 3.132, 3.319], [-1.491, -1.120, -4.435], [0.094, -1.867, -4.153], [-3.687, -1.120, 7.983], [0.275, -2.770, 2.724], [1.699, -1.302, 1.557], [0.133, -4.600, -1.796], [-2.087, 0.911, -3.260], [-0.420, -0.935, -4.388], [3.091, 1.831, -2.127], [-3.598, -0.820, 4.611], [-4.096, -2.674, -0.595], [-3.226, -1.199, 5.898], [1.827, -5.844, -1.303], [-2.658, 3.120, 4.451], [-2.727, 4.111, 4.893], [1.642, 1.544, -2.397], [-1.392, 1.990, 2.544], [0.961, 3.438, -1.659], [-0.198, -6.586, -2.573], [-4.863, -0.386, 2.267], [-0.522, -3.237, 2.165], [1.253, 0.384, -3.069], [1.382, -4.862, -1.195], [0.251, -2.319, -0.989], [-0.079, 0.156, -3.411], [-1.052, 1.060, -2.970], [-5.263, 0.286, 3.023], [-4.449, -2.061, 1.015], [-2.566, -2.241, 3.492], [-3.404, -4.862, 0.192], [-2.127, 0.845, 2.956], [1.397, -2.628, -0.403], [-2.544, -3.020, 0.850], [-4.765, -0.072, 4.398], [0.578, 5.219, 1.870], [-5.718, 0.260, 7.646], [-6.351, 0.237, 3.000], [-0.406, -3.296, -1.674], [-2.330, -1.793, 6.034], [-0.476, 1.973, 1.480], [-6.413, 0.883, 5.368], [3.649, 0.909, -1.986], [-0.588, -4.616, 2.046], [-1.482, -2.431, 1.553], [0.659, 2.476, -2.056], [-2.587, -4.406, 0.740], [2.955, -4.050, 0.019], [2.012, -0.310, -3.411], [-4.974, 1.301, 2.742], [-1.670, 4.073, -2.811], [3.210, 2.445, -1.234], [1.009, 3.233, 0.542], [-1.620, -5.203, 1.327], [-2.361, -6.028, -3.602], [3.528, 2.375, -2.967], [0.005, 4.318, 2.051], [-2.045, -1.999, -2.166], [-1.805, -5.273, -3.062], [-3.660, 2.842, 4.116], [0.159, -5.234, 2.528], [-1.146, 5.183, 3.636], [-0.955, 4.295, 3.047], [-1.714, 3.309, -2.032], [-1.522, 3.791, -1.073], [-2.725, 2.903, -2.023], [2.011, -3.882, -0.481], [-5.504, 0.313, 5.515], [-3.657, -2.183, 0.274]],
  "forces_ev_per_angstrom": [[-3.03, 2.66, -0.28], [-0.03, 0.00, 0.00], [-0.06, -0.01, -0.02], [0.02, 0.12, 0.06], [0.35, 0.11, -0.15], [-0.02, 0.01, 0.04], [0.05, -0.03, 0.04], [-0.04, 0.00, 0.02], [0.00, -0.02, 0.00], [0.00, 0.01, 0.01], [-0.07, 0.04, -0.03], [0.01, 0.01, 0.00], [1.87, -1.93, 0.50], [-0.04, -0.26, -0.10], [-0.11, -0.17, -0.13], [1.31, 0.04, -0.28], [-0.06, -0.02, 0.02], [-0.08, 0.10, -0.03], [-0.08, -0.04, -0.04], [-0.11, 0.02, 0.11], [0.01, -0.03, 0.01], [-0.02, -0.01, -0.02], [-0.02, 0.00, 0.00], [0.03, 0.03, 0.00], [-0.16, 0.01, -0.18], [-0.04, 0.18, 0.03], [-0.02, -0.04, 0.07], [0.01, -0.01, 0.08], [-0.02, -0.01, -0.02], [-0.13, 0.15, 0.15], [-0.01, 0.02, -0.02], [0.05, 0.06, -0.03], [-0.01, -0.01, 0.04], [0.09, 0.04, -0.08], [-0.02, -0.01, 0.03], [-0.05, 0.12, -0.10], [0.23, 0.09, -0.36], [-0.03, -0.07, 0.18], [0.03, 0.02, -0.03], [-0.02, 0.00, -0.02], [-0.11, 0.01, -0.03], [-0.09, 0.13, -0.06], [0.00, 0.05, 0.03], [0.36, -0.54, 0.08], [0.07, 0.05, -0.07], [0.06, 0.06, 0.05], [0.07, 0.04, 0.08], [-0.01, 0.06, -0.04], [-0.05, -0.03, -0.06], [0.01, -0.01, 0.00], [-0.11, -0.05, 0.21], [-0.04, -0.02, -0.26], [0.01, 0.16, 0.04], [0.05, -0.13, -0.11], [-0.01, -0.01, -0.01], [-0.01, 0.00, -0.02], [0.01, -0.01, -0.03], [-0.01, -0.19, -0.03], [0.01, 0.03, -0.01], [-0.10, -0.08, 0.44], [0.01, 0.02, -0.01], [0.01, 0.01, -0.01], [0.01, -0.03, 0.04], [-0.32, -0.08, 0.09], [0.01, -0.12, -0.06], [-0.02, 0.03, 0.01], [0.00, 0.00, -0.02], [0.01, -0.04, 0.11], [0.02, 0.01, -0.01], [-0.01, 0.02, 0.02], [0.02, 0.00, -0.01], [-0.01, -0.01, -0.02], [0.00, -0.08, -0.03], [0.01, 0.00, 0.02], [0.00, 0.00, 0.00], [0.10, 0.13, -0.05], [-0.03, 0.01, -0.02], [0.04, -0.14, -0.02], [-0.01, -0.02, 0.02], [0.01, 0.02, -0.01], [-0.02, -0.01, 0.02], [0.03, -0.06, -0.05], [-0.01, -0.04, 0.08], [-0.01, 0.00, 0.00], [0.00, 0.00, 0.01], [0.13, -0.07, 0.12], [0.04, -0.03, 0.04], [0.09, -0.17, 0.05]],
  "multiplicity": 3,
  "lumo_ev": [-2.98, -2.98],
  "orbital_gap_ev": [7.32, 7.32],
  "e_homo_ev": [-10.294, -10.298],
  "total_charge": 1,
  "s_squared": 2.003
}

no.,maximum force (eV/A)
1,3.2
2,4.0